[1]
The following is a quantum chemistry calculation of C15H4F5I4NRhSe as an isolated structure in a non-equilibrium geometry, from the Open Molecules 2025 dataset.

Geometry as XYZ:
```
31
Properties=species:S:1:pos:R:3:forces:R:3
I -3.241 -0.152 1.975 0.12 -0.12 -0.28
I 1.780 -1.476 1.165 -0.12 0.17 -0.16
I -1.467 -1.366 -1.341 -0.32 -0.35 1.10
I 2.865 0.436 -0.317 -0.03 -0.01 0.02
Rh -0.930 -0.895 1.127 -0.24 0.15 0.62
Se -1.992 -3.089 0.865 0.37 0.12 -1.19
F -2.015 -4.833 -1.642 -0.07 0.11 -0.03
F 0.618 -4.057 2.189 0.00 -0.05 0.00
F 2.357 -5.938 1.362 0.04 -0.01 0.03
F -0.266 -6.700 -2.456 -0.03 -0.06 -0.10
F 1.909 -7.249 -0.962 0.14 -0.16 -0.06
N 0.577 8.647 -0.916 0.00 0.02 -0.01
C 1.292 -5.657 0.633 -0.02 -0.08 -0.10
C 0.168 6.154 -0.368 0.01 0.13 -0.03
C 0.392 7.540 -0.672 0.01 0.05 -0.01
C -0.060 -6.051 -1.327 0.04 0.03 0.03
C -0.254 3.483 0.206 0.19 0.66 -0.03
C -0.986 5.529 -0.842 0.17 0.05 0.05
C -0.734 -4.381 0.281 -0.16 -0.02 0.17
C -0.686 0.945 0.753 0.42 0.23 -0.12
C 0.394 -4.696 1.034 -0.02 0.21 0.15
C -0.467 2.116 0.491 -0.13 -0.41 -0.17
C 1.062 -6.336 -0.561 -0.10 0.16 0.10
C -1.192 4.200 -0.551 -0.11 -0.37 0.14
C 0.897 4.134 0.678 -0.08 -0.38 -0.02
C 1.110 5.464 0.395 -0.12 0.04 -0.06
C -0.951 -5.087 -0.897 0.02 -0.25 -0.02
H -1.697 6.097 -1.424 -0.03 -0.04 -0.01
H 1.601 3.561 1.266 0.07 0.10 0.02
H -2.074 3.676 -0.894 -0.05 0.11 -0.05
H 1.989 5.984 0.749 0.02 -0.03 0.03
```
Positions in Å, forces in eV/Å.

Values from the calculation:
**Total charge**: +1
**Total energy**: -4830.475233 a.u.
**Lowest unoccupied orbital energy (spin up / spin down)**: -7.25 / -7.25 eV
**Energy relative to the best compared isomer or geometry (same formula, charge and spin)**: 0.0 kJ/mol
**HOMO (spin up / spin down)**: -11.5 / -11.5 eV



[2]
The following is a quantum chemistry calculation of a 7-piece molecular cluster, C15H50BN9O7 overall in a non-equilibrium geometry, from the Open Molecules 2025 dataset.

Geometry as XYZ:
```
82
Properties=species:S:1:pos:R:3:forces:R:3
O 4.506 2.830 -5.068 -0.18 0.37 -0.10
O -2.617 -1.897 -1.508 0.01 -0.19 -0.39
O -3.779 -3.341 5.056 -0.09 0.28 -0.23
O -6.139 1.680 -0.608 0.10 -0.21 -0.21
O -1.813 3.101 2.234 0.39 0.06 -0.31
O 3.856 -5.185 0.789 0.20 -0.10 -0.04
O 2.133 2.529 -0.452 -0.13 0.58 -0.06
N 2.738 1.568 -2.980 0.19 -0.15 0.73
N -1.439 1.027 1.320 0.29 0.22 0.22
N 2.755 -4.130 2.448 0.05 0.13 -0.02
N -0.329 1.665 3.209 0.11 0.17 -0.06
N 2.220 -3.740 0.210 -0.27 0.30 0.51
N -2.983 -1.373 4.219 0.47 0.01 -0.27
N -1.854 -3.361 3.858 -0.06 0.40 -0.09
N 3.237 -0.465 3.878 0.42 0.15 0.00
N -3.076 0.962 -1.114 0.91 0.00 -0.08
C 1.423 1.379 -2.432 -0.43 -0.04 0.41
C -3.880 2.102 -1.543 -0.04 -0.69 0.10
C -1.628 -0.913 -1.647 0.80 0.32 0.80
C 1.374 1.436 -0.911 0.16 -0.06 -0.36
C -1.210 2.040 2.213 -0.75 -0.66 0.44
C -6.085 0.374 -0.088 -0.29 -0.07 0.57
C 1.993 2.748 0.927 0.47 -0.47 0.39
C -2.170 -3.035 -0.802 -0.45 0.24 0.67
C -2.939 -2.722 4.419 -0.01 -0.71 0.36
C -2.278 0.352 -2.181 -0.44 -0.92 0.68
C 2.996 -4.390 1.124 0.31 -0.32 -0.34
C 2.819 1.300 -4.393 0.20 0.12 0.01
C 4.217 1.464 -4.930 0.17 -0.37 -0.12
C -4.943 2.422 -0.517 -0.33 1.35 0.47
C 5.718 3.065 -5.728 0.58 -0.12 -0.01
B 0.617 -1.444 2.587 0.41 -0.01 -0.28
H -4.347 1.901 -2.518 -0.17 0.08 0.05
H 1.473 -1.968 3.261 0.04 -0.39 0.58
H -4.544 2.447 0.509 0.19 -0.65 -0.07
H -1.873 -4.360 3.796 -0.05 -0.02 0.21
H 4.954 0.994 -4.265 -0.08 -0.05 0.04
H -1.057 -2.851 3.515 -0.20 -0.16 -0.12
H 3.070 2.483 -2.704 0.15 0.02 -0.29
H 2.501 -3.786 -0.749 0.01 -0.06 -0.05
H -3.212 2.955 -1.682 -0.03 0.08 0.11
H 1.038 3.167 1.256 -0.17 -0.13 -0.36
H -3.001 -3.736 -0.765 0.04 -0.07 -0.15
H -1.168 -0.702 -0.663 -0.23 0.02 -0.02
H 3.319 -4.666 3.080 -0.08 0.01 0.09
H 5.876 4.138 -5.797 -0.08 0.02 0.07
H 1.072 0.364 -2.656 -0.07 0.16 -0.38
H 1.528 -3.075 0.518 0.06 0.02 -0.20
H 4.282 0.959 -5.904 0.02 0.08 -0.04
H 5.752 2.645 -6.743 -0.27 -0.01 0.05
H -7.103 -0.014 -0.061 0.00 0.04 -0.21
H -2.957 -0.020 -2.962 0.37 0.54 -0.52
H 1.116 -0.423 2.196 0.05 0.35 -0.33
H -1.963 -2.739 0.237 0.26 -0.17 -0.06
H 2.397 -1.010 3.475 -0.17 0.14 0.04
H -0.344 -1.265 3.256 -0.16 0.31 0.28
H 6.563 2.618 -5.182 -0.07 0.09 0.04
H 2.531 0.254 -4.524 -0.14 0.05 -0.20
H -1.495 1.035 -2.508 -0.24 0.13 -0.35
H -3.688 -0.816 4.658 -0.09 -0.11 0.09
H 2.145 1.778 1.431 -0.16 0.16 0.22
H 2.954 0.136 4.650 -0.15 -0.10 -0.01
H 2.169 1.950 -5.000 -0.16 -0.18 -0.01
H -5.469 -0.316 -0.671 -0.01 0.03 -0.08
H 0.695 2.109 -2.825 -0.03 -0.12 -0.12
H 0.164 0.785 3.137 -0.11 0.36 0.13
H -0.852 0.211 1.396 -0.11 -0.01 -0.18
H -1.295 -3.519 -1.241 0.05 0.12 -0.14
H 2.776 3.427 1.270 0.06 0.03 -0.25
H -0.760 -1.251 -2.232 -0.38 -0.09 -0.47
H -3.589 0.226 -0.647 -0.37 0.14 -0.21
H 2.158 -3.387 2.771 -0.11 -0.28 -0.09
H -2.264 -0.926 3.673 -0.19 0.14 0.05
H 0.405 -2.193 1.682 -0.18 -0.11 -0.26
H -5.749 0.384 0.959 0.23 -0.01 -0.12
H -2.022 1.152 0.488 0.04 0.16 0.10
H 3.936 -1.131 4.208 0.01 0.04 -0.03
H 0.325 1.532 -0.609 0.03 -0.06 0.14
H 1.780 0.497 -0.503 0.01 0.10 0.14
H -0.053 2.371 3.864 -0.05 0.01 0.04
H -5.258 3.467 -0.613 -0.02 -0.13 -0.47
H 3.646 0.124 3.151 -0.05 -0.10 -0.07
```
Positions in Å, forces in eV/Å.

Values from the calculation:
**Total energy**: -1645.793997 a.u.
**Lowest unoccupied orbital energy**: -1.21 eV
**Energy relative to the best compared isomer or geometry (same formula, charge and spin)**: 34.5 kJ/mol
**HOMO**: -8.9 eV



[3]
The following is a quantum chemistry calculation of a 10-piece molecular cluster, C15H50N6O10 overall in a non-equilibrium geometry, from the Open Molecules 2025 dataset.

Geometry as XYZ:
```
81
Properties=species:S:1:pos:R:3:forces:R:3
O -3.738 -0.068 0.555 0.50 -0.12 -0.42
O 2.322 -2.545 -2.987 -1.02 -2.17 -0.11
O 2.261 2.691 -1.252 1.38 -1.28 -0.87
O -3.984 -1.871 -1.378 0.97 -1.99 -0.55
O -0.080 2.644 0.607 -1.52 -6.48 -2.51
O 4.539 2.553 3.867 1.35 1.66 -0.03
O 0.454 -2.630 -0.426 2.39 -0.90 -0.15
O -0.300 0.161 3.308 0.53 -1.24 -0.38
O -1.939 -0.086 -4.201 3.13 -1.98 3.98
O 2.878 -0.045 1.309 6.06 2.88 -0.27
N -1.439 1.004 -0.538 -2.81 1.06 -1.06
N 0.198 -0.602 -3.562 3.86 1.14 -2.18
N 5.090 0.433 1.987 3.59 -2.32 4.06
N -1.362 -1.162 -2.177 -2.74 -1.75 2.56
N 0.338 0.267 0.469 2.69 0.19 1.56
N 4.288 1.619 0.377 -1.43 2.91 -3.03
C -1.071 -0.601 -3.320 -4.09 2.33 -5.06
C 2.260 2.899 3.495 -0.27 -0.83 -1.75
C 4.097 0.655 1.211 -7.96 -3.41 0.14
C 1.499 2.474 -2.417 2.15 0.44 -1.08
C 3.022 -0.711 -1.691 -0.04 -0.30 0.41
C -4.639 -1.117 -2.371 -1.16 -1.70 0.68
C -4.765 -1.963 -3.635 2.00 -0.73 0.43
C -1.544 -2.618 0.726 -1.23 -1.70 0.84
C -0.389 1.326 0.147 3.20 5.83 3.44
C -5.206 -1.264 2.167 0.07 0.14 -0.63
C -0.121 -3.016 0.820 0.91 0.83 0.26
C 3.154 -1.450 -3.024 0.30 1.63 -0.28
C -0.966 1.281 3.751 -2.47 0.16 1.19
C 3.645 3.473 3.278 -1.76 -0.58 0.95
C -3.948 -0.402 1.908 -1.29 1.86 1.82
H 2.494 -3.113 -3.759 -0.24 0.32 0.47
H 0.669 3.112 -2.404 -1.30 0.84 -0.31
H -5.392 -1.444 -4.316 -0.59 0.26 -0.84
H -1.956 -2.742 1.713 -0.39 -0.20 0.57
H 4.145 -1.806 -3.299 0.42 0.57 0.21
H 5.001 2.328 0.521 -0.12 -0.48 0.02
H 1.956 -0.747 -1.353 0.93 -0.22 -0.04
H -0.202 0.357 2.360 0.39 -0.58 0.32
H -4.886 -2.217 1.916 0.07 -2.42 -0.65
H -1.233 1.304 4.840 0.76 -0.47 -0.74
H 1.971 2.116 2.732 0.24 0.95 0.66
H -4.098 -0.228 -2.516 0.60 1.40 -0.81
H 3.675 4.369 3.836 0.46 0.98 1.05
H -5.526 -1.358 3.216 0.38 0.64 -0.26
H -2.995 -0.686 2.397 -0.69 -0.59 -0.18
H 3.692 -1.029 -0.859 -0.67 -0.20 -0.72
H 2.164 2.673 -3.271 -0.33 0.43 -0.04
H 3.202 0.340 -1.822 0.29 0.48 -0.18
H 0.374 -2.467 1.622 0.07 0.38 0.18
H 2.780 -0.751 -3.815 0.60 -0.29 0.23
H -2.864 0.390 0.447 -0.92 -0.45 0.30
H -5.061 -3.036 -3.519 -0.25 1.10 0.42
H 0.922 -0.973 -2.976 -0.48 -0.38 0.23
H 4.520 1.795 3.322 -0.03 -1.37 -0.63
H 0.104 -4.051 1.083 -0.58 -0.26 -0.46
H -1.450 0.148 -1.097 -0.02 0.11 -0.21
H -4.270 0.499 2.426 0.59 0.72 0.09
H -6.108 -1.052 1.534 1.07 0.32 0.50
H 5.950 0.956 1.882 -0.20 -0.15 -0.06
H -2.110 -3.309 0.086 0.11 0.48 -0.14
H 5.105 -0.240 2.779 -0.50 0.66 -1.31
H -0.398 2.125 3.501 0.53 1.66 -0.19
H 0.159 -0.700 0.292 -0.73 -0.16 -0.71
H 3.741 3.868 2.258 0.73 -0.91 -0.32
H -2.396 -1.362 -2.063 1.48 -0.47 0.31
H -1.955 1.318 3.258 0.16 0.45 0.04
H -5.595 -0.885 -1.945 -0.90 0.47 -0.15
H -0.663 -1.723 -1.638 -0.85 0.35 -0.88
H -2.078 1.746 -0.753 -0.06 0.32 -0.43
H 3.466 1.954 -0.194 0.90 -0.52 0.49
H -3.806 -1.395 -0.568 -0.43 0.93 0.45
H 1.738 3.256 -0.743 -1.40 1.21 2.00
H 1.423 -2.896 -0.421 -1.69 0.61 -0.34
H 0.541 -0.135 -4.395 -0.46 -0.19 0.22
H 1.588 3.712 3.481 -1.26 0.81 -0.51
H 1.213 1.481 -2.591 -0.67 -1.57 0.49
H -3.736 -2.032 -4.064 -0.76 0.23 -0.02
H 2.118 2.455 4.455 0.43 -0.37 0.84
H 1.283 0.342 0.909 -0.38 0.54 -0.48
H -1.774 -1.592 0.511 0.40 0.45 -0.51
```
Positions in Å, forces in eV/Å.

Values from the calculation:
**Total energy**: -1682.339933 a.u.
**Lowest unoccupied orbital energy**: 0.27 eV
**Energy relative to the best compared isomer or geometry (same formula, charge and spin)**: 562.3 kJ/mol
**SMILES**: NC(N)=O.NC(N)=O.NC(N)=O.CCO.CCO.CCO.CCO.CCO.CO.CO
**HOMO**: -9.3 eV